(1)
ORCA calculation (the ωB97M-V functional and the def2-TZVPD basis) on C30H31BrCrN4PSSi as an isolated structure in a non-equilibrium geometry.

Properties
Multiplicity: 2
Net charge: +2
Orbital gap (spin up / spin down), eV: 7.2216 / 7.5542

CARTESIAN COORDINATES (ANGSTROEM)
Cr1 0.15 0.06 -0.25
N1 -0.45 -1.48 3.56
C1 -1.74 -0.95 3.53
C2 -2.78 -0.97 4.46
C3 -3.94 -0.33 4.08
C4 -4.06 0.32 2.84
C5 -3.03 0.34 1.93
C6 -1.85 -0.31 2.30
N2 -0.65 -0.47 1.61
C7 0.14 -1.17 2.40
C8 1.48 -1.52 1.93
C9 2.45 -2.27 2.50
S1 3.79 -2.38 1.44
C10 2.99 -1.43 0.30
N3 1.79 -1.04 0.67
H1 -0.05 -2.01 4.32
H2 -2.69 -1.47 5.42
H3 -4.78 -0.31 4.76
H4 -4.99 0.81 2.59
H5 -3.11 0.83 0.97
H6 2.46 -2.76 3.46
H7 3.43 -1.17 -0.66
Br1 -1.39 -3.05 -4.89
C11 -1.41 -2.95 -3.02
C12 -2.00 -3.93 -2.24
C13 -1.97 -3.76 -0.86
C14 -1.34 -2.66 -0.33
N4 -0.75 -1.72 -1.08
C15 -0.81 -1.87 -2.41
H8 -2.49 -4.78 -2.70
H9 -2.43 -4.49 -0.21
H10 -1.31 -2.52 0.74
H11 -0.38 -1.09 -3.03
C16 -0.28 3.68 -5.50
C17 -0.52 2.32 -5.64
C18 -0.06 1.43 -4.68
C19 0.64 1.90 -3.56
C20 0.88 3.27 -3.44
C21 0.43 4.15 -4.40
Si1 1.23 0.70 -2.31
C22 2.77 -0.11 -2.95
C23 2.70 -1.31 -3.66
C24 3.85 -1.91 -4.15
C25 5.08 -1.31 -3.95
C26 5.17 -0.12 -3.25
C27 4.02 0.48 -2.75
H12 -0.64 4.37 -6.25
H13 -1.07 1.95 -6.50
H14 -0.24 0.37 -4.82
H15 1.44 3.66 -2.59
H16 0.63 5.21 -4.31
H17 -1.09 0.89 -0.73
H18 1.74 -1.80 -3.84
H19 3.78 -2.84 -4.71
H20 5.98 -1.78 -4.34
H21 6.14 0.35 -3.10
H22 4.12 1.43 -2.22
C28 0.76 2.23 2.55
P1 0.92 2.14 0.74
C29 -0.05 3.58 0.18
C30 2.67 2.57 0.43
H23 1.07 3.22 2.88
H24 1.40 1.48 3.03
H25 -0.27 2.05 2.83
H26 0.45 4.50 0.48
H27 -1.04 3.54 0.64
H28 -0.18 3.56 -0.90
H29 2.72 3.37 -0.31
H30 3.23 1.71 0.06
H31 3.14 2.91 1.35

---

(2)
ORCA calculation (the ωB97M-V functional and the def2-TZVPD basis) on C30H31CeN3O4SiTe as an isolated structure in a non-equilibrium geometry.

Properties
Net charge: +2
Orbital gap, eV: 5.5848

CARTESIAN COORDINATES (ANGSTROEM)
Ce1 -0.74 -0.62 -0.49
C1 -0.29 -0.17 4.14
C2 -0.35 1.33 3.73
C3 0.91 2.15 4.21
C4 -1.58 2.03 4.23
Si1 -0.35 1.50 1.86
O1 0.32 0.07 1.02
C5 0.44 2.88 0.94
C6 1.66 2.62 0.32
C7 2.38 3.68 -0.30
C8 1.83 4.98 -0.34
C9 0.62 5.22 0.28
C10 -0.04 4.21 0.94
C11 -2.08 1.28 1.08
C12 -2.80 0.13 1.46
C13 -3.71 -0.46 0.55
C14 -3.91 0.07 -0.75
C15 -3.30 1.27 -1.06
C16 -2.44 1.87 -0.15
H1 -0.01 -0.30 5.19
H2 0.49 -0.78 3.64
H3 -1.27 -0.65 3.99
H4 1.04 2.22 5.29
H5 0.84 3.16 3.74
H6 1.83 1.63 3.83
H7 -1.59 2.33 5.29
H8 -2.60 1.61 4.13
H9 -1.76 3.03 3.72
H10 2.00 1.58 0.33
H11 3.32 3.48 -0.78
H12 2.35 5.77 -0.91
H13 0.28 6.20 0.49
H14 -0.95 4.43 1.50
H15 -2.65 -0.34 2.41
H16 -4.27 -1.29 0.90
H17 -4.58 -0.44 -1.43
H18 -3.54 1.72 -2.00
H19 -1.96 2.73 -0.45
O2 -0.12 -3.01 -3.64
N1 -0.36 -2.38 -2.67
O3 -1.47 -1.75 -2.52
O4 0.47 -2.28 -1.73
C17 -0.87 -4.78 -0.02
Te1 -0.99 -3.35 1.49
C18 1.13 -3.40 1.56
C19 1.58 -4.26 0.40
C20 2.89 -4.20 0.05
C21 3.37 -5.01 -1.02
C22 2.43 -5.75 -1.72
C23 1.10 -5.65 -1.43
C24 0.62 -4.94 -0.38
H20 -1.44 -4.49 -0.89
H21 -1.34 -5.70 0.45
H22 1.43 -3.80 2.50
H23 1.43 -2.33 1.54
H24 3.57 -3.53 0.55
H25 4.43 -5.08 -1.34
H26 2.80 -6.39 -2.50
H27 0.35 -6.24 -1.99
N2 3.85 2.08 -4.57
C25 2.71 2.00 -4.41
C26 1.32 1.94 -4.01
C27 0.26 1.97 -4.95
C28 -0.98 1.53 -4.55
C29 -1.11 0.98 -3.28
N3 -0.16 0.95 -2.37
C30 1.08 1.39 -2.76
H28 0.47 2.27 -6.00
H29 -1.82 1.35 -5.23
H30 -2.05 0.47 -3.06
H31 1.88 1.26 -2.06

---

(3)
ORCA calculation (the ωB97M-V functional and the def2-TZVPD basis) on C30H31Cl2O5OsSb as an isolated structure in a non-equilibrium geometry.

Properties
Multiplicity: 5
Net charge: +2
Orbital gap (spin up / spin down), eV: 6.8471 / 5.3571

CARTESIAN COORDINATES (ANGSTROEM)
Os1 0.63 -0.48 -1.23
O1 -0.10 -3.31 -3.94
C1 0.56 -2.62 -3.28
O2 0.07 -1.47 -2.77
C2 2.02 -2.97 -3.00
C3 3.01 -1.83 -3.07
C4 4.48 -2.16 -2.98
C5 4.65 -2.68 -1.55
C6 3.21 -2.47 -1.05
O3 2.84 -1.23 -1.73
C7 2.14 -3.47 -1.48
C8 0.91 -3.49 -0.60
O4 0.28 -4.45 -0.30
O5 0.50 -2.02 -0.23
H1 2.14 -3.80 -3.70
H2 2.91 -1.08 -3.83
H3 4.90 -2.74 -3.79
H4 4.98 -1.23 -3.05
H5 4.89 -3.82 -1.52
H6 5.41 -2.19 -0.96
H7 3.10 -2.28 0.03
H8 2.50 -4.51 -1.39
Cl1 1.10 1.70 -2.39
C9 2.70 2.35 -1.73
Cl2 2.98 1.66 -0.11
H9 2.47 3.41 -1.55
H10 3.56 2.06 -2.36
C10 1.07 -0.69 2.66
C11 1.02 0.75 3.14
C12 1.81 1.22 4.20
C13 1.73 2.59 4.53
C14 0.77 3.43 3.90
C15 -0.03 2.90 2.89
C16 0.15 1.59 2.49
Sb1 -0.86 0.67 0.74
C17 -1.59 2.17 -0.50
C18 -0.96 3.43 -0.38
C19 -1.30 4.47 -1.23
C20 -2.25 4.18 -2.24
C21 -2.66 2.93 -2.44
C22 -2.44 1.90 -1.56
C23 -2.97 0.43 -1.77
C24 -2.41 -0.66 1.39
C25 -2.27 -2.01 1.26
C26 -3.33 -2.86 1.68
C27 -4.44 -2.29 2.26
C28 -4.58 -0.97 2.44
C29 -3.58 -0.10 2.05
C30 -3.78 1.43 2.08
H11 1.47 -1.33 3.42
H12 1.64 -0.84 1.76
H13 0.09 -1.05 2.45
H14 2.46 0.52 4.77
H15 2.34 2.97 5.37
H16 0.63 4.44 4.24
H17 -0.78 3.52 2.43
H18 -0.18 3.49 0.34
H19 -0.93 5.54 -1.18
H20 -2.68 5.02 -2.78
H21 -3.26 2.66 -3.32
H22 -2.95 -0.15 -0.87
H23 -2.44 -0.10 -2.52
H24 -4.06 0.37 -2.03
H25 -1.40 -2.47 0.83
H26 -3.26 -3.90 1.48
H27 -5.33 -2.95 2.51
H28 -5.48 -0.58 2.92
H29 -4.17 1.78 3.07
H30 -4.63 1.63 1.44
H31 -3.00 2.04 1.65

---

(4)
ORCA calculation (the ωB97M-V functional and the def2-TZVPD basis) on C30H31F2N4SSbTi as an isolated structure.

Properties
Net charge: +2
Orbital gap, eV: 6.7152

CARTESIAN COORDINATES (ANGSTROEM)
Ti1 -0.48 1.72 0.81
C1 -4.84 1.82 0.24
C2 -3.44 1.63 0.70
N1 -2.41 1.88 -0.04
N2 -2.67 2.28 -1.32
C3 -1.63 2.86 -1.86
N3 -1.67 3.29 -3.12
S1 -0.14 3.16 -0.98
C4 -3.15 1.06 2.03
C5 -4.13 0.64 2.91
C6 -3.75 0.05 4.11
C7 -2.41 -0.12 4.38
C8 -1.48 0.33 3.45
N4 -1.83 0.91 2.31
H1 -4.89 2.58 -0.53
H2 -5.49 2.09 1.07
H3 -5.21 0.89 -0.19
H4 -2.52 3.16 -3.66
H5 -0.90 3.76 -3.55
H6 -5.18 0.77 2.68
H7 -4.50 -0.28 4.82
H8 -2.07 -0.58 5.29
H9 -0.42 0.22 3.64
C9 3.91 0.97 0.78
C10 4.02 -0.38 0.14
C11 5.24 -1.05 0.12
C12 5.36 -2.31 -0.43
C13 4.25 -2.94 -0.99
C14 3.03 -2.29 -0.99
C15 2.92 -1.03 -0.42
Sb1 1.01 -0.19 -0.49
C16 -0.30 -1.47 0.59
C17 -1.63 -1.56 0.19
C18 -2.55 -2.31 0.91
C19 -2.13 -2.98 2.05
C20 -0.82 -2.87 2.47
C21 0.12 -2.10 1.78
C22 1.50 -2.00 2.34
C23 0.48 -0.30 -2.52
C24 -0.51 -1.13 -3.02
C25 -0.80 -1.14 -4.37
C26 -0.09 -0.32 -5.23
C27 0.91 0.49 -4.74
C28 1.23 0.52 -3.39
C29 2.37 1.37 -2.92
H10 4.90 1.40 0.95
H11 3.41 0.92 1.75
H12 3.36 1.68 0.16
H13 6.11 -0.57 0.55
H14 6.32 -2.81 -0.44
H15 4.35 -3.92 -1.43
H16 2.17 -2.78 -1.44
H17 -1.98 -1.02 -0.69
H18 -3.58 -2.38 0.57
H19 -2.83 -3.59 2.61
H20 -0.50 -3.38 3.37
H21 1.50 -2.24 3.40
H22 1.94 -1.00 2.23
H23 2.19 -2.70 1.85
H24 -1.05 -1.81 -2.37
H25 -1.57 -1.80 -4.75
H26 -0.31 -0.32 -6.29
H27 1.49 1.11 -5.42
H28 2.65 2.09 -3.69
H29 3.26 0.76 -2.70
H30 2.13 1.95 -2.03
F1 0.92 1.57 2.47
C30 0.63 2.92 2.06
F2 1.69 3.29 1.31
H31 0.49 3.56 2.93

---

Number 1: total energy -164025.327 eV. Number 2: total energy -72356.596 eV. Number 3: total energy -75879.539 eV. Number 4: total energy -83482.595 eV.